# C19H45FNO5S

4 unconnected molecules or ions with the total composition C19H45FNO5S (ωB97M-V/def2-TZVPD, OMol25).

Element x y z (Å)
C  -0.6920  -1.1890  2.7492
C  -0.6755  -1.3849  4.2872
C  -1.7993  -0.5996  4.9673
C  0.6990  -1.2852  4.9388
N  1.3615  0.0669  5.1320
C  2.7809  -0.2886  5.5606
C  0.7608  0.8652  6.2833
C  0.0648  2.1972  5.9623
C  0.4033  2.8793  4.6344
C  0.4155  1.8072  3.5528
S  0.7680  2.5270  1.9403
O  2.0033  2.0151  1.4515
O  0.4986  3.9187  1.9439
F  -0.3663  1.8208  1.1366
C  1.5502  0.8476  3.8662
H  -1.2545  -0.3082  2.4466
H  -1.1915  -2.0354  2.2811
H  0.3066  -1.1703  2.3153
H  -0.9467  -2.4321  4.4360
H  -1.6575  0.4785  4.9476
H  -1.9618  -0.9262  5.9942
H  -2.7179  -0.7962  4.4157
H  0.6520  -1.7314  5.9313
H  1.4024  -1.8792  4.3562
H  2.7296  -1.0353  6.3453
H  3.2940  -0.7118  4.6996
H  3.3030  0.6102  5.8671
H  1.5294  1.0256  7.0317
H  0.0293  0.2143  6.7555
H  -1.0174  2.0926  6.0195
H  0.3178  2.8970  6.7583
H  -0.3025  3.6709  4.4084
H  1.4068  3.3069  4.6781
H  -0.5528  1.3256  3.4475
H  1.7782  0.1549  3.0623
H  2.4457  1.4525  3.9979
C  -1.3643  0.4822  -1.4370
C  -1.8856  -0.7849  -2.0925
C  -2.9888  -0.4839  -3.0939
O  -2.3634  -1.6911  -1.0887
H  -2.1653  0.9855  -0.8855
H  -0.5763  0.2394  -0.7250
H  -0.9632  1.1767  -2.1757
H  -1.0651  -1.2931  -2.5949
H  -3.8397  -0.0093  -2.5956
H  -3.3502  -1.4035  -3.5547
H  -2.6361  0.1846  -3.8799
H  -3.0991  -1.2615  -0.6408
C  -2.1606  1.1809  -6.5789
C  -1.7369  -0.2667  -6.7773
C  -0.3481  -0.3649  -7.3889
O  -2.6883  -0.9577  -7.5832
H  -2.2014  1.7003  -7.5399
H  -3.1561  1.2303  -6.1362
H  -1.4623  1.7136  -5.9305
H  -1.7437  -0.7810  -5.8150
H  -0.3257  0.1008  -8.3777
H  -0.0612  -1.4098  -7.5163
H  0.3937  0.1296  -6.7594
H  -2.7112  -0.5307  -8.4456
C  2.2154  -2.6237  -3.8016
C  1.9451  -1.2187  -4.3165
C  3.2355  -0.4797  -4.6331
O  1.1754  -0.4806  -3.3619
H  2.7973  -2.5837  -2.8760
H  1.2793  -3.1377  -3.5802
H  2.7712  -3.2131  -4.5313
H  1.3301  -1.2731  -5.2142
H  3.8464  -0.3773  -3.7316
H  3.0216  0.5244  -5.0007
H  3.8205  -1.0084  -5.3863
H  1.6961  -0.4148  -2.5549

total energy	-1679.6726	Eh
charge	+1



# C19H45IN3O7P

3 unconnected molecules or ions with the total composition C19H45IN3O7P (ωB97M-V/def2-TZVPD, OMol25).

Element x y z (Å)
C  1.0436  -1.9414  -8.6211
C  2.4095  -1.5771  -8.1467
O  2.9749  -2.3191  -7.4265
N  3.0480  -0.4252  -8.6043
C  2.5494  0.8945  -8.1673
C  1.6260  0.9043  -6.9622
C  1.2648  2.2900  -6.4888
C  2.3094  3.0015  -5.6434
P  2.5433  2.4608  -3.8830
I  0.3291  1.8005  -3.0076
C  3.4802  0.8506  -3.9032
O  3.2486  0.2800  -2.6250
O  4.4421  -0.3617  -2.2501
H  0.8658  -1.6168  -9.6356
H  0.9399  -3.0106  -8.5878
H  0.2672  -1.5293  -8.0026
H  4.0188  -0.5440  -8.3656
H  3.4130  1.5052  -7.9632
H  2.0218  1.3550  -8.9923
H  0.7056  0.4251  -7.2522
H  2.0312  0.2757  -6.1779
H  1.0715  2.9083  -7.3590
H  0.3275  2.2415  -5.9664
H  1.9919  4.0263  -5.5392
H  3.2958  3.0465  -6.0911
H  4.5298  1.0580  -4.0516
H  3.1741  0.1200  -4.6460
H  4.9423  0.3609  -1.8515
C  0.8582  -1.6342  -1.4463
O  0.8385  -2.8765  -0.7614
C  1.9224  -3.0537  0.1409
C  1.4396  -3.0396  1.5765
N  0.9967  -1.7077  1.9713
C  0.2857  -1.6575  3.2474
C  -1.0416  -2.4055  3.3512
O  -2.0789  -1.8599  2.5544
C  -2.1103  -2.2986  1.2066
H  0.0879  -1.6687  -2.2160
H  0.6328  -0.8007  -0.7716
H  1.8230  -1.4610  -1.9250
H  2.7035  -2.3052  -0.0206
H  2.3551  -4.0366  -0.0689
H  2.2570  -3.3518  2.2334
H  0.6341  -3.7816  1.6587
H  0.3875  -1.3389  1.2535
H  0.0901  -0.6029  3.4541
H  0.9567  -2.0136  4.0353
H  -1.3872  -2.3094  4.3847
H  -0.9339  -3.4807  3.1667
H  -1.7447  -3.3221  1.1000
H  -1.5354  -1.6317  0.5589
H  -3.1478  -2.2652  0.8722
C  -1.6128  1.9278  3.6037
O  -1.0890  1.7373  4.9054
C  -1.1610  2.8888  5.7380
C  -2.1567  2.6826  6.8598
N  -3.5234  2.6488  6.3540
C  -4.5143  2.1950  7.3272
C  -4.3900  0.7649  7.8445
O  -4.6276  -0.2266  6.8639
C  -3.5056  -0.5583  6.0622
H  -1.3662  1.0472  3.0132
H  -2.7025  2.0341  3.6223
H  -1.1680  2.8055  3.1255
H  -1.3975  3.7865  5.1602
H  -0.1686  3.0272  6.1775
H  -2.0631  3.5013  7.5793
H  -1.8842  1.7487  7.3688
H  -3.5624  2.0320  5.5538
H  -5.4933  2.2901  6.8515
H  -4.5096  2.8817  8.1797
H  -5.1663  0.6253  8.6020
H  -3.4340  0.5850  8.3503
H  -2.5645  -0.4537  6.6079
H  -3.4823  0.0503  5.1552
H  -3.6111  -1.5976  5.7492

SMILES	CC(=O)NCCCCP(I)COO.COCCNCCOC.COCCNCCOC
total energy	-2080.7234	Eh



# C19H45N4PPd

A molecular structure, C19H45N4PPd (ωB97M-V/def2-TZVPD, OMol25).

Element x y z (Å)
Pd  0.2320  0.0454  0.0365
C  -2.2827  -1.4392  2.3495
C  -2.5037  -1.8050  0.8681
N  -1.3572  -1.7403  -0.0791
C  -1.8126  -1.8450  -1.4918
C  -0.7576  -1.4280  -2.4770
N  -0.2054  -0.0810  -2.1903
C  -0.8733  1.1049  -2.7673
C  -2.2934  1.3823  -2.3313
C  -2.5734  1.5768  -0.8324
N  -1.4295  1.7051  0.1138
C  -1.9186  1.8144  1.5156
C  -0.8988  1.3974  2.5430
N  -0.2602  0.0938  2.2365
C  -0.8739  -1.1358  2.7935
H  -2.6048  -2.2788  2.9627
H  -2.9574  -0.6301  2.6241
H  -3.3066  -1.2120  0.4436
H  -2.8492  -2.8439  0.8231
H  -0.6769  -2.4695  0.1338
H  -2.7288  -1.2723  -1.5956
H  -2.0670  -2.8895  -1.6897
H  -1.1825  -1.4410  -3.4847
H  0.0696  -2.1347  -2.4668
H  0.7568  -0.0581  -2.5409
H  -0.8953  0.9610  -3.8553
H  -0.2148  1.9535  -2.5850
H  -2.9710  0.6170  -2.7069
H  -2.5782  2.2829  -2.8708
H  -3.2152  0.7924  -0.4450
H  -3.1516  2.4991  -0.7243
H  -0.8435  2.5040  -0.1268
H  -2.8342  1.2394  1.5919
H  -2.1808  2.8567  1.7075
H  -1.3846  1.3424  3.5203
H  -0.1121  2.1424  2.6184
H  0.6956  0.1216  2.6035
H  -0.8933  -1.0142  3.8834
H  -0.1865  -1.9579  2.5906
C  2.8201  2.5130  1.4262
C  3.2866  1.8926  0.1016
C  2.7179  2.6629  -1.1082
P  2.8336  0.1319  -0.0157
C  3.4475  -0.5340  -1.6404
C  4.9646  -0.3022  -1.7546
C  3.0097  -1.9890  -1.8905
C  3.3938  -0.7915  1.5032
C  2.7797  -2.2004  1.6044
C  4.9255  -0.7653  1.5754
H  3.1336  3.5555  1.4671
H  3.2397  2.0259  2.3062
H  1.7261  2.5048  1.4963
H  4.3812  1.8935  0.0594
H  1.6313  2.5125  -1.2033
H  3.1884  2.3887  -2.0528
H  2.8807  3.7318  -0.9692
H  2.9500  0.1307  -2.3547
H  5.5397  -0.9412  -1.0905
H  5.2769  0.7334  -1.6233
H  5.2174  -0.5920  -2.7786
H  3.6968  -2.6949  -1.4218
H  3.0340  -2.1936  -2.9615
H  2.0020  -2.2156  -1.5230
H  2.9880  -0.1633  2.3013
H  3.2815  -2.9094  0.9445
H  1.7078  -2.2220  1.3674
H  2.9029  -2.5736  2.6224
H  5.3863  -1.4487  0.8657
H  5.1684  -1.1306  2.5792
H  5.3696  0.2252  1.4765

⟨S²⟩	6.02
total energy	-1437.4849	Eh
multiplicity	5
charge	+4



# C19H46NNbO3PPbS

A molecular structure, C19H46NNbO3PPbS (ωB97M-V/def2-TZVPD, OMol25).

Element x y z (Å)
C  -4.0992  -1.3711  1.9291
C  -5.2547  -0.3070  2.1629
C  -4.5991  0.9163  2.9325
C  -3.8371  1.7905  1.8621
C  -2.2962  1.8524  2.2318
C  -1.5448  2.4778  1.0080
C  -0.0884  1.8993  0.8092
C  -0.0906  0.4058  0.3258
Nb  1.4375  -0.0107  -1.3465
S  3.0734  -0.5290  -3.2304
C  0.2288  -1.8043  -2.0987
N  1.1801  -2.9689  -2.3127
C  0.8605  -3.5572  -3.6353
O  2.6029  1.6106  -0.8790
C  3.7262  1.4066  -0.0427
C  3.3348  1.4412  1.4807
O  4.3531  0.7609  2.2003
C  3.9881  0.6300  3.5607
C  3.0372  -0.5959  3.8334
C  0.2104  1.4060  -2.6920
C  0.9785  1.7941  -3.9973
C  -1.2621  0.9363  -2.9193
C  -2.2820  2.1410  -3.0503
P  2.6107  -1.6391  0.2589
C  1.4048  -2.9132  0.9832
O  3.7769  -2.5856  -0.5356
H  -3.9420  -1.5884  0.8543
H  -4.3319  -2.2784  2.5211
H  -3.1251  -0.9955  2.3194
H  -5.6213  0.0857  1.1914
H  -6.0881  -0.7250  2.7610
H  -3.8424  0.5600  3.6618
H  -5.3444  1.5271  3.4793
H  -3.9104  1.3751  0.8296
H  -4.2492  2.8200  1.8166
H  -1.8992  0.8662  2.5424
H  -2.2269  2.5327  3.1097
H  -1.4253  3.5761  1.1457
H  -2.1160  2.2653  0.0788
H  0.4239  2.6065  0.1218
H  0.4420  1.9916  1.7858
H  0.0663  -0.2689  1.2105
H  -1.1218  0.1759  -0.0369
H  3.6147  -1.7711  -3.0301
H  -0.5174  -2.1792  -1.3441
H  -0.2857  -1.6307  -3.0676
H  0.9309  -3.7246  -1.6575
H  -0.2107  -3.9823  -3.5303
H  1.5647  -4.4140  -3.8436
H  0.9229  -2.8231  -4.4578
H  4.3729  2.3139  -0.1669
H  4.3895  0.5524  -0.2987
H  2.3873  0.8558  1.6186
H  3.1436  2.4787  1.8373
H  3.4393  1.5309  3.9298
H  4.8757  0.4962  4.2112
H  1.9935  -0.2898  3.5820
H  3.2826  -1.4863  3.2191
H  3.0332  -0.8808  4.9085
H  0.1540  2.3437  -2.0803
H  0.4008  2.6326  -4.4632
H  1.9649  2.2342  -3.7268
H  1.0596  0.9740  -4.7329
H  -1.6419  0.1987  -2.1865
H  -1.2830  0.4192  -3.9128
H  -2.0158  2.9977  -2.4014
H  -3.2715  1.7511  -2.7248
H  -2.3845  2.4322  -4.1130
H  0.3902  -2.5065  0.8178
H  1.6435  -2.9970  2.0651
H  1.5587  -3.9145  0.5290
H  3.7445  -3.4889  -0.1970
Pb  -0.3947  -5.8354  -3.0145

total energy	-2020.7462	Eh
charge	+1